(1)
58
Properties=species:S:1:pos:R:3:mulliken_charge:R:1 method="wB97M-V/def2-TZVPD" multiplicity=1 charge=+2
F 3.95017 4.73251 -2.47007 -0.27
H -2.72376 -3.08011 -1.65013 0.53
C -0.37297 -1.22333 -0.42591 0.47
C -2.85171 -0.98906 -1.91149 -0.24
C 0.10837 0.55987 1.20397 0.59
H -3.43844 -1.09389 -2.82141 0.63
H 2.64688 -2.22893 0.24347 0.33
C -1.42982 1.76182 2.76545 -0.37
O 2.33706 2.84749 1.35649 -0.50
C -1.13333 -1.88369 2.71813 -0.23
H -3.63061 0.08208 -0.15913 0.13
N 0.65133 1.96432 4.63582 -0.65
O 1.47507 -3.36231 -1.04553 -0.28
C 0.81959 1.36181 3.45947 -0.09
C 1.07395 1.03300 0.31718 0.63
C 2.37103 1.13079 -1.62467 -0.09
O -1.59483 -1.02495 1.61853 -0.40
C -1.62549 2.40208 3.97749 -0.64
C 2.89762 3.79872 -2.70378 0.33
H -1.86915 -1.74014 3.49813 0.41
H -3.84890 -1.68920 -0.11469 0.24
O 3.63804 -3.74960 -0.56648 -0.44
C 0.62954 -0.76007 -1.30508 0.05
N 2.48684 2.40378 -0.92227 -0.27
H -2.24213 -0.09662 -2.05500 0.08
O 2.77827 3.40445 -3.78524 -0.18
H -1.06195 -3.98631 3.13975 0.48
H -1.53221 -2.48008 -2.74363 0.25
C -0.61497 -0.57977 0.80050 0.53
H -2.23543 1.69113 2.04928 0.47
C -0.55652 2.48004 4.86465 -0.35
F 0.12654 4.69863 -1.20044 -0.26
H -1.90259 -3.54731 1.63345 0.20
O 3.09884 0.83009 -2.51375 -0.54
H 2.41976 -3.02846 -2.82159 0.42
Yb 2.24306 6.30618 -2.60656 1.68
O -1.14335 -2.29966 -0.68243 -0.53
H -0.70437 2.98279 5.81051 0.40
C 0.66847 3.67893 -1.86877 0.62
H -0.16394 -1.51199 3.04056 0.26
C 1.31296 0.38701 -0.91216 0.52
C 0.95318 -1.46042 -2.58764 -1.18
H 0.79961 -3.61709 -2.96840 0.30
N 2.09160 3.57933 -1.56574 0.49
C -0.17152 1.23040 2.49161 -0.10
H 1.79682 0.94004 3.25806 0.50
C 2.66198 -3.09804 -0.42958 0.23
O 0.06410 3.05061 -2.63461 -0.28
H 1.75338 -0.93331 -3.08646 0.57
C -1.05958 -3.33049 2.27684 -1.06
H -4.84719 -0.69445 -1.13777 0.40
C 1.96382 2.19240 0.44762 -0.33
C -3.84249 -0.80535 -0.74310 -1.00
H -0.15124 -3.47938 1.70135 0.18
C -2.03788 -2.25491 -1.80983 -0.75
H 0.11659 -1.41794 -3.27604 0.51
H -2.56807 2.84770 4.24707 0.44
C 1.41997 -2.93114 -2.40598 -0.82

***

(2)
57
Properties=species:S:1:pos:R:3:mulliken_charge:R:1 method="wB97M-V/def2-TZVPD" multiplicity=1 charge=+2
C 0.12372 1.06612 -0.23881 0.52
F -1.81191 -0.23489 -4.70062 -0.23
F -4.16244 -1.19137 -1.24803 -0.23
Tc 0.01271 -0.63137 -0.27340 1.02
F -3.13473 -2.72830 -2.35986 -0.21
C 0.49872 4.27552 -1.95246 -0.80
C -0.93856 3.25079 0.23823 -0.30
F -4.22942 -1.18813 -3.41100 -0.22
N 1.87642 -0.98565 -0.78806 0.31
C 5.36644 -0.14930 -1.37426 -1.26
C -2.61907 0.92849 -2.25166 -1.73
C -1.30794 -0.74357 -3.59865 0.52
H 6.10098 -0.86496 -1.73076 0.36
H -3.21463 1.08409 -1.35478 0.43
H -0.54667 6.10135 -1.53921 0.45
C -1.24945 -1.50162 6.47760 -0.30
H -1.47357 -1.84094 7.47909 0.42
C 4.03874 -0.78663 -1.29263 0.78
H 1.04816 4.68689 -2.78747 0.44
H 4.24860 -2.84086 -2.08129 0.45
H 2.93635 0.72771 -0.32759 0.21
C 1.34293 -3.30790 -1.48290 -1.21
F -1.00034 -2.02066 -3.79809 -0.23
C -0.67083 -0.62283 3.89318 0.16
C -0.34140 -0.03384 2.60614 1.11
C 3.62779 -2.07854 -1.64510 -1.16
H -0.93541 -2.53750 2.30366 0.37
N 2.95958 -0.15371 -0.82113 -0.26
H 1.86707 -4.20338 -1.80730 0.39
F -0.13158 -0.10233 -3.33279 -0.21
H -3.21776 1.20486 -3.11918 0.53
C -0.61903 0.26260 4.98755 -0.66
C -3.46758 -1.44294 -2.35808 0.49
H 5.68138 0.21481 -0.39535 0.37
O -0.31339 -0.97075 1.51023 -0.85
C -0.89970 -0.16182 6.25914 -0.75
C -2.21347 -0.53038 -2.36505 0.95
H 0.58484 -3.08036 -2.23528 0.24
C -0.03873 2.43704 -0.48359 1.13
O -0.08424 1.09484 2.34747 -0.58
O -1.12640 -2.90156 3.17555 -0.59
H 5.33890 0.69607 -2.06337 0.35
C 2.29254 -2.17949 -1.32319 0.46
H -0.85146 0.52605 7.08964 0.44
H -1.58702 -3.42425 5.59064 0.47
C -0.40164 5.07055 -1.24594 -0.37
C -1.11786 4.55601 -0.16682 -0.81
C 0.68103 2.95972 -1.58812 -0.18
H -0.34274 1.28844 4.79029 0.42
H -1.73902 1.56125 -2.22823 0.34
O -1.42445 -1.01179 -1.30469 -0.79
C -1.02949 -1.97298 4.12493 0.67
H -1.81129 5.19027 0.36686 0.46
H 0.85648 -3.55109 -0.53366 0.35
H 1.35712 2.32733 -2.14900 0.44
H -1.47329 2.85569 1.08167 0.62
C -1.31397 -2.39079 5.43558 -0.72

***

Respective HOMO-LUMO gap values: 0.122, 0.192 Ha.
Respective electronic energy values: -81984.79172, -53849.91132 eV.
Respective max |F| values: 1.92, 1.12 eV Å⁻¹.